Entry from the Open Molecules 2025 dataset: 5 unconnected molecules or ions with the total composition C19H40O14PS (the ωB97M-V functional and the def2-TZVPD basis).

strongest force on any atom: 5.92 eV/Å
HOMO energy: -12.1956 eV

ORCA input file:
```
! RIJCOSX wB97M-V def2-TZVPD def2/J DEFGRID3
* xyz 1 1
C -2.163 -7.359 -1.784
C -2.597 -5.969 -2.125
O -3.242 -5.322 -1.451
O -2.154 -5.494 -3.357
C -1.556 -4.213 -3.220
P 0.015 -4.181 -4.171
S -0.311 -4.291 -6.210
H -1.192 -7.555 -2.215
H -2.189 -7.476 -0.722
H -2.865 -8.023 -2.262
H -2.229 -3.439 -3.561
H -1.261 -4.047 -2.193
H 0.657 -2.991 -3.805
H 0.756 -5.276 -3.704
H -1.613 -4.648 -6.172
C -2.528 -0.747 0.020
C -2.658 0.583 -0.683
O -1.377 1.224 -0.795
C -0.592 0.799 -1.776
O -0.849 -0.066 -2.581
O 0.549 1.488 -1.713
C 1.528 1.101 -2.680
H -2.023 -0.629 0.980
H -3.507 -1.194 0.188
H -1.930 -1.438 -0.577
H -3.283 1.257 -0.102
H -3.116 0.478 -1.666
H 1.114 1.121 -3.686
H 1.915 0.109 -2.446
H 2.337 1.822 -2.614
C -0.754 4.388 -1.956
C -0.618 4.410 -3.463
O -1.176 5.601 -4.029
C -0.389 6.678 -3.973
O 0.725 6.718 -3.521
O -1.052 7.700 -4.512
C -0.348 8.944 -4.484
H -1.794 4.544 -1.663
H -0.414 3.438 -1.556
H -0.167 5.184 -1.498
H -1.180 3.584 -3.901
H 0.422 4.298 -3.772
H 0.642 8.843 -4.922
H -0.272 9.309 -3.461
H -0.929 9.648 -5.072
C 2.791 -2.606 3.188
C 1.918 -3.608 3.912
O 0.541 -3.490 3.513
C 0.212 -4.070 2.371
O 0.943 -4.691 1.637
O -1.087 -3.840 2.148
C -1.561 -4.363 0.917
H 2.404 -1.595 3.315
H 3.810 -2.641 3.572
H 2.819 -2.814 2.118
H 1.933 -3.414 4.982
H 2.269 -4.628 3.760
H -1.332 -5.423 0.815
H -1.132 -3.796 0.087
H -2.640 -4.242 0.900
C 3.283 3.208 7.359
C 2.012 2.392 7.258
O 1.279 2.713 6.065
C 1.708 2.128 4.951
O 2.628 1.356 4.856
O 0.943 2.550 3.940
C 1.324 2.031 2.667
H 3.061 4.272 7.274
H 3.777 3.026 8.313
H 3.977 2.953 6.558
H 1.348 2.630 8.086
H 2.218 1.323 7.298
H 1.388 0.945 2.692
H 2.277 2.458 2.356
H 0.557 2.325 1.955
*
```

Entry from the Open Molecules 2025 dataset: a molecular structure, C19H41AlBBeCl2F7LiMgN2O8P2 (the ωB97M-V functional and the def2-TZVPD basis).

strongest force on any atom: 3.76 eV/Å
HOMO energy: -9.3144 eV

ORCA input file:
```
! RIJCOSX wB97M-V def2-TZVPD def2/J DEFGRID3
* xyz 1 1
C 4.143 -0.246 5.432
C 3.248 0.833 4.765
P 1.632 0.240 4.034
C 0.253 0.411 5.285
P 1.819 -1.913 3.659
N 1.470 -2.803 5.122
H 3.568 -0.932 6.087
H 4.656 -0.820 4.665
H 4.901 0.319 6.004
H 3.122 1.690 5.437
H 3.855 1.200 3.932
H -0.105 -0.587 5.553
H -0.559 0.904 4.750
H 0.518 1.019 6.152
H 3.204 -2.116 3.434
H 1.310 -2.165 5.893
H 0.626 -3.345 4.988
C -2.023 -1.958 0.498
C -1.263 -0.966 1.378
C -1.544 0.490 1.012
C -1.633 0.825 -0.458
N -0.389 0.972 -1.311
C -0.042 2.434 -1.525
C 0.683 2.843 -0.255
C 1.453 1.588 0.176
C 0.904 0.461 -0.693
C -0.595 0.256 -2.626
C -1.584 0.871 -3.599
C -3.071 0.780 -3.212
H -1.731 -1.872 -0.554
H -1.801 -2.976 0.807
H -3.100 -1.818 0.571
H -0.194 -1.198 1.359
H -1.552 -1.111 2.423
H -0.873 1.160 1.555
H -2.531 0.717 1.412
H -2.163 1.774 -0.554
H -2.254 0.068 -0.930
H 0.622 2.484 -2.389
H -0.945 3.006 -1.721
H -0.032 3.138 0.515
H 1.339 3.694 -0.424
H 1.324 1.389 1.239
H 2.524 1.701 0.013
H 0.737 -0.490 -0.198
H 1.598 0.281 -1.513
H -0.868 -0.772 -2.381
H 0.375 0.234 -3.117
H -1.468 0.331 -4.538
H -1.329 1.904 -3.829
H -3.340 -0.236 -2.879
H -3.673 1.022 -4.099
H -3.336 1.503 -2.425
F -1.588 -5.591 0.674
Al -2.602 -6.144 -0.546
F -2.737 -4.907 -1.820
F -4.131 -6.512 0.023
F -1.939 -7.478 -1.362
C -3.965 3.362 3.240
Cl -3.044 1.889 3.574
Cl -4.935 3.196 1.769
H -4.625 3.559 4.076
H -3.272 4.185 3.111
Mg -5.355 0.787 -3.139
B -0.160 -0.470 -9.101
O -1.547 -0.067 -8.682
C -1.490 0.385 -7.468
O -2.421 0.790 -6.810
C -0.048 0.318 -6.973
O 0.331 0.666 -5.864
O 0.706 -0.167 -7.899
F 0.252 0.273 -10.179
F -0.117 -1.819 -9.382
C 2.486 -1.314 -4.582
O 2.459 -2.164 -3.607
H 3.163 -0.438 -4.480
H 2.711 -1.707 -5.599
H 1.498 -0.783 -4.792
F -3.966 -3.255 -0.172
Be -2.918 -5.787 -3.247
C 5.749 3.040 6.056
O 6.342 2.387 5.156
O 4.792 3.922 5.519
O 5.869 3.013 7.279
H 4.954 3.695 4.590
Li 3.665 -1.089 7.720
*
```

Entry from the Open Molecules 2025 dataset: a molecular structure, C19H41AuN4O4PS (the ωB97M-V functional and the def2-TZVPD basis).

strongest force on any atom: 4.05 eV/Å
relative energy (zero: lowest compared OMol25 entry of this formula, charge and spin): 36.8 kcal/mol
<S²>: 2.01
HOMO energy (alpha / beta): -11.1416 / -11.8010 eV

ORCA input file:
```
! RIJCOSX wB97M-V def2-TZVPD def2/J DEFGRID3
* xyz 1 3
Au 0.642 -1.292 0.311
C 4.938 1.552 -1.300
C 4.305 0.517 -0.475
C 4.838 -0.297 0.556
C 3.818 -1.154 0.936
N 2.733 -0.856 0.283
N 3.020 0.144 -0.570
C 3.855 -2.350 1.856
H 4.414 1.627 -2.305
H 5.951 1.212 -1.580
H 5.077 2.515 -0.865
H 5.895 -0.210 0.819
H 2.262 0.571 -1.137
H 4.224 -2.177 2.831
H 4.537 -3.003 1.332
H 2.818 -2.853 1.881
C -4.021 1.047 1.617
C -2.740 1.977 1.383
C -1.721 1.616 2.459
C -3.049 3.488 1.439
O -2.203 1.674 0.090
P -0.825 1.655 -0.664
O 0.301 0.906 0.138
O -1.029 1.093 -2.044
O -0.401 3.156 -0.606
C 0.744 3.892 -1.311
C 0.829 5.116 -0.467
C 2.066 3.067 -1.343
C 0.248 4.264 -2.711
H -4.526 1.561 2.409
H -3.833 0.030 1.849
H -4.713 1.087 0.753
H -2.015 1.772 3.495
H -0.783 2.184 2.224
H -1.365 0.557 2.443
H -3.813 3.731 2.128
H -3.536 3.751 0.445
H -2.180 4.062 1.832
H 1.358 4.767 0.396
H -0.176 5.511 -0.413
H 1.498 5.855 -0.874
H 2.372 2.966 -0.295
H 2.900 3.680 -1.785
H 2.062 2.180 -2.009
H -0.651 4.885 -2.694
H -0.113 3.360 -3.284
H 0.911 4.753 -3.366
C -0.503 -5.398 1.449
C -0.288 -3.889 1.628
C -1.590 -3.187 1.929
C 0.459 -3.325 0.399
H -0.653 -5.921 2.400
H 0.266 -5.777 0.867
H -1.464 -5.548 0.979
H 0.450 -3.600 2.421
H -2.423 -3.409 1.195
H -1.470 -2.114 2.016
H -2.027 -3.456 2.891
H 0.061 -3.626 -0.611
H 1.534 -3.584 0.276
C -2.745 -4.224 -1.799
N -3.241 -2.868 -1.753
C -2.611 -1.719 -1.815
N -1.285 -1.808 -2.172
S -3.412 -0.267 -1.744
H -3.326 -4.766 -1.072
H -1.645 -4.244 -1.630
H -2.922 -4.622 -2.766
H -4.251 -2.745 -1.904
H -1.014 -2.594 -2.732
H -0.822 -0.893 -2.254
*
```